23
Properties=species:S:1:pos:R:3 method="wB97M-V/def2-TZVPD" e_above_lowest_kj_mol=80.4 gap_ha="0.304 / 0.228" s_squared=2.01 max_force_ev_per_a=4.228 e_homo_ev="-11.53 / -13.61" spin_multiplicity=3 charge=+1 lumo_energy_ev="-3.25 / -7.41"
C -1.07982 -0.32744 0.81077
C 0.24582 0.36449 0.95718
C -1.97250 0.36918 -0.23019
C -2.49339 1.70587 0.07754
C -0.92122 -1.77913 0.51034
C 1.59453 -0.89645 -1.60272
C 3.07683 1.15009 0.14107
O -2.10865 -0.25165 -1.26913
P 1.52476 0.28410 -0.20612
H -1.53151 -0.12564 1.78305
H 0.24665 1.22112 1.63052
H -2.38747 2.38051 -0.91033
H -1.99116 2.25261 0.84652
H -3.59399 1.74016 0.19792
H -0.60528 -1.92818 -0.56040
H -1.94157 -2.41211 0.57215
H -0.28162 -2.18974 1.22591
H 1.95344 -0.35311 -2.49637
H 0.68449 -1.43530 -1.64136
H 2.42485 -1.67716 -1.53537
H 3.06414 2.00516 0.83975
H 3.52885 1.51861 -0.81917
H 3.80143 0.38680 0.41117